59
Properties=species:S:1:pos:R:3:forces:R:3:lowdin_charge:R:1 method="wB97M-V/def2-TZVPD" multiplicity=2 charge=+3 orbital_gap_ev="7.200 / 7.151" lumo_energy_ev="-10.23 / -10.28"
I 0.069953 2.936078 -3.752060 -0.014 -0.036 0.031 0.9401
Br 0.339905 1.656888 3.066533 -0.059 -0.041 0.032 0.9732
Mn -0.064891 -0.446566 0.123387 0.501 0.038 -0.135 0.4911
S 0.571728 -2.573131 -0.680001 0.008 -0.037 0.050 1.0488
O -0.063477 0.010378 -1.804801 -0.139 0.019 0.021 -0.1623
N -2.005734 -1.315895 -0.176084 -0.018 -0.134 0.089 -0.1138
N -0.217483 -1.389050 1.921487 -0.238 0.071 0.145 -0.1496
N -1.037276 1.326699 0.626741 -0.060 0.018 0.001 -0.0189
N 1.977019 -0.073020 -2.805700 0.003 -0.020 -0.034 0.2552
C 5.389251 1.415531 1.137072 0.047 0.005 0.007 0.0355
C 0.671178 -2.575645 2.061347 0.032 -0.002 -0.012 -0.1921
C 0.583787 -3.526630 0.879749 0.050 0.022 0.060 -0.3313
C -0.967368 -3.131157 -1.502483 -0.003 -0.022 0.000 -0.3234
C -2.671167 3.548827 1.033142 0.028 -0.037 -0.055 0.0500
C -3.709842 3.233128 -1.254932 -0.007 0.027 -0.047 -0.0091
C 3.843974 -0.389025 0.837881 0.049 0.028 0.026 0.0058
C 3.085747 1.960584 0.763595 0.054 0.031 0.002 -0.0010
C 5.128318 0.044350 1.061266 -0.068 -0.044 -0.016 -0.0093
C -2.081784 -2.090580 -1.434839 0.028 0.045 -0.022 -0.2020
C -1.926034 1.746873 -0.307010 -0.029 0.021 0.035 -0.0827
C 0.691059 0.212274 -2.798398 -0.135 0.219 -0.025 -0.5927
C -1.659446 -1.621508 2.233810 0.018 -0.015 -0.047 -0.1179
C 0.091967 0.815375 -4.026606 0.069 -0.023 0.050 -0.5199
C -2.385431 -2.137726 1.009045 -0.033 0.070 0.023 -0.1256
C -1.753555 3.163296 1.989839 0.081 -0.065 -0.016 -0.0571
C -0.948513 2.062045 1.744658 -0.026 0.064 0.006 -0.6550
C 4.379143 2.368259 0.986857 -0.084 -0.002 -0.021 -0.0047
C -2.762625 2.839102 -0.164163 0.038 -0.022 0.064 -0.2106
C 1.514216 0.140041 0.454854 -0.009 -0.113 -0.062 0.0471
C 2.798843 0.568883 0.691051 -0.059 -0.082 -0.095 -0.2942
H -4.516567 3.847904 -0.862090 -0.012 0.001 -0.019 0.1003
H 2.534936 0.107038 -3.627171 0.030 -0.006 -0.015 0.1521
H 0.111830 -0.721981 2.617191 0.004 0.037 0.027 0.0247
H -1.650720 3.706260 2.918444 0.013 -0.004 0.002 0.1234
H -2.680174 -0.558975 -0.246764 -0.024 0.007 -0.004 0.1192
H 1.688103 -2.192181 2.153171 -0.016 -0.005 0.006 0.1186
H -2.071697 -0.659263 2.543825 -0.002 -0.010 -0.016 0.1282
H 0.439488 -3.104148 2.989004 -0.002 -0.015 -0.020 0.1488
H -3.187617 3.813429 -2.018043 -0.010 0.008 0.003 0.0922
H -1.763010 -2.307819 3.076454 -0.004 -0.004 -0.013 0.1486
H -3.306720 4.407112 1.212435 -0.016 -0.004 -0.002 0.1478
H 4.618922 3.420696 1.048863 -0.016 0.007 -0.004 0.1355
H -3.049459 -2.589823 -1.531037 0.021 -0.007 0.000 0.1497
H 0.666926 0.603392 -4.923351 -0.004 0.017 0.003 0.0702
H 5.935160 -0.665241 1.181486 -0.008 -0.014 -0.005 0.1347
H -2.128608 -3.173914 0.807459 0.008 -0.016 0.007 0.1107
H 1.447789 -4.189916 0.865043 -0.001 0.015 -0.019 0.1067
H -0.935321 0.488007 -4.147345 -0.001 0.008 -0.004 0.0659
H -0.302338 -4.155383 0.904892 -0.018 0.019 -0.012 0.0894
H -0.711363 -3.359669 -2.535637 0.010 0.025 0.003 0.1034
H 2.285174 2.678221 0.645012 0.002 0.015 -0.004 0.1247
H 2.444589 -0.439033 -1.993100 0.016 -0.036 0.054 0.1060
H -1.942603 1.176252 -1.226255 -0.010 0.021 0.004 0.1086
H -3.464374 -2.113173 1.169240 0.013 -0.004 0.000 0.1524
H -1.984839 -1.383808 -2.254784 -0.022 -0.025 -0.010 0.1133
H -1.235164 -4.075835 -1.031945 0.001 -0.004 0.000 0.0950
H 3.620885 -1.446825 0.773959 0.014 -0.007 -0.003 0.1217
H 6.404487 1.747659 1.315437 0.002 0.003 0.005 0.1403
H -4.149179 2.362333 -1.739633 0.003 -0.004 -0.019 0.0943



72
Properties=species:S:1:pos:R:3:forces:R:3:lowdin_charge:R:1 method="wB97M-V/def2-TZVPD" charge=+1 orbital_gap_ev=7.908 lumo_energy_ev=-3.73
Cl -4.873639 0.109930 1.394772 0.041 -0.020 0.200 0.6027
Cl -1.440701 -1.332844 -3.963601 0.124 -0.013 -0.124 0.8910
P -1.875362 3.964838 -0.387125 0.523 -0.228 0.581 0.4168
O 3.376078 -0.393572 -1.894041 -0.001 0.179 -0.207 -0.0409
O -0.514037 1.312272 -3.347312 -0.026 0.087 -0.072 -0.0618
O -1.377961 2.983797 0.577663 -0.219 -0.064 -0.162 -0.2410
O -1.022962 5.309144 -0.437328 -0.176 -0.011 -0.085 -0.1004
O -3.370233 4.447043 -0.141485 0.008 0.181 -0.211 -0.1018
O -1.568707 -0.783910 4.067010 0.149 -0.102 -0.005 -0.0602
O 6.265921 -2.387983 -0.264977 0.032 -0.119 0.136 -0.0776
N -1.771758 1.049139 -2.885599 0.019 -0.145 0.128 -0.0343
N 1.227819 0.039995 -0.308390 -0.365 0.556 0.477 -0.0507
C -6.515835 0.423392 0.768983 -0.173 0.046 -0.269 -0.5605
C -2.268837 -1.849017 4.714636 -0.331 0.106 -0.089 -0.4972
C 7.650627 -4.355237 0.034205 -0.115 -0.024 0.088 -0.0613
C 3.599378 0.572132 -0.877665 -0.061 -0.022 0.671 -0.4304
C -6.405450 1.130302 -0.571248 -0.311 -0.669 -0.028 -0.2477
C 0.505531 1.097494 -1.040719 0.555 -0.714 -0.176 -0.1829
C -2.960658 -2.724986 3.682317 0.120 -0.060 -0.111 -0.0651
C -4.342310 0.554108 -2.047921 0.067 -0.162 0.014 -0.1469
C -1.831090 3.383514 -2.104847 -0.227 0.274 -0.185 -0.1055
C -2.466093 2.041159 -2.280092 0.502 0.180 -0.115 -0.1654
C 8.640614 -2.153101 -0.669466 -0.038 0.134 0.040 -0.0596
C 2.519681 0.479265 0.219316 0.271 -0.317 -0.212 -0.1809
C 7.558980 -2.842029 0.147309 0.121 -0.163 -0.296 -0.4916
C -2.326754 -0.166744 -3.116169 0.326 -0.060 -0.218 -0.5687
C -5.738929 0.206981 -1.611971 0.051 0.471 0.111 -0.1454
C -3.747883 1.796765 -1.865277 -0.466 -0.241 0.070 0.0552
C -3.593919 -0.430289 -2.697141 -0.596 0.125 0.281 -0.0059
C 4.982972 0.404185 -0.273392 0.116 0.223 -0.144 -0.0536
C -3.255077 -1.289817 5.727629 0.080 0.052 0.071 -0.0594
C 0.546895 0.726566 -2.521872 0.528 0.079 0.301 -0.1259
H 5.293754 1.275812 0.305474 -0.107 0.037 0.039 0.0874
H -3.475330 -3.566394 4.147629 -0.009 0.015 0.017 0.0820
H 8.618689 -4.720499 0.377952 0.010 0.002 -0.016 0.0819
H -7.013310 -0.537118 0.645714 0.102 -0.066 0.049 0.0799
H -4.000645 -0.666313 5.225254 -0.035 -0.056 -0.028 0.0774
H 2.463185 1.437576 0.749850 -0.018 0.050 0.008 0.1245
H 7.515477 -4.666255 -1.005443 0.068 0.019 -0.020 0.0817
H 8.532296 -2.402064 -1.728783 0.028 -0.066 0.007 0.0825
H 3.537415 1.565583 -1.331702 -0.052 -0.151 -0.390 0.1353
H -2.221635 -0.245229 3.607028 -0.012 0.045 0.035 0.0707
H -4.021015 -1.405428 -2.881819 0.094 -0.041 -0.032 0.1366
H -0.506605 1.150261 -0.646152 -0.055 0.170 -0.089 0.0978
H -2.393843 4.100064 -2.710482 0.032 0.023 -0.014 0.1300
H -2.739913 -0.665967 6.457631 0.015 -0.024 0.009 0.0809
H 3.154099 -1.226171 -1.463120 -0.039 -0.015 0.014 0.0980
H -1.505539 -2.430754 5.232290 0.086 0.060 -0.027 0.1380
H -4.274482 2.600839 -1.377582 0.000 0.042 -0.007 0.1104
H 6.869163 -4.831595 0.626378 0.015 0.011 0.025 0.0788
H 8.561359 -1.069751 -0.574748 0.008 -0.005 0.031 0.0772
H -0.803254 3.428103 -2.451085 0.047 -0.178 0.051 0.1105
H 6.152888 -2.632391 -1.190348 0.015 0.007 -0.015 0.0900
H -7.094699 0.992474 1.490702 0.261 0.129 0.129 0.0813
H -3.459449 5.407230 -0.075869 -0.092 -0.008 0.053 0.1050
H -5.699241 -0.808815 -1.218082 -0.063 -0.078 -0.060 0.1163
H 5.695307 0.265324 -1.084855 0.081 0.061 0.028 0.0814
H 1.019551 2.049202 -0.888736 -0.338 0.228 0.068 0.1188
H -3.694448 -2.140402 3.120205 -0.066 0.008 0.067 0.0447
H -5.887685 2.075252 -0.440765 -0.081 0.104 -0.027 0.0919
H -7.426008 1.325095 -0.904881 0.033 0.246 0.018 0.1211
H -2.234535 -3.114673 2.967754 0.016 -0.028 0.033 0.0781
H -3.775853 -2.088083 6.257611 -0.013 -0.001 -0.012 0.0817
H -6.363316 0.170341 -2.508021 0.087 -0.035 -0.088 0.1387
H 0.659520 -0.211680 0.490612 0.008 -0.132 -0.022 0.1127
H 7.649791 -2.548996 1.194091 -0.085 0.043 0.011 0.1389
H 1.450662 1.120248 -2.981173 -0.106 0.018 -0.196 0.1329
H -0.301216 5.249289 0.205543 0.035 0.143 -0.022 0.1055
H 5.043291 -0.478131 0.359150 -0.053 -0.033 -0.012 0.0636
H 0.593026 -0.352358 -2.626276 -0.311 -0.043 -0.059 0.0847
H 2.840234 -0.267933 0.948632 -0.042 -0.045 -0.004 0.1258
H 9.636014 -2.458182 -0.345781 0.004 -0.014 -0.012 0.0819